# 1
Molecular formula: C22H19AgClFIN4O3
Method: DFT, wB97M-V/def2-TZVPD

```
52
Properties=species:S:1:pos:R:3:nbo_charge:R:1
Ag -0.86 -0.07 0.27 0.91
Cl -5.82 -3.74 4.15 -0.06
C -5.02 -2.60 3.10 -0.12
C -5.72 -1.53 2.59 -0.20
C -5.12 -0.60 1.75 -0.33
I -6.26 0.99 1.03 0.10
C -3.77 -0.67 1.35 0.45
O -3.21 0.16 0.60 -0.76
C -3.05 -1.82 1.91 0.07
N -1.76 -1.93 1.54 -0.46
C -1.03 -2.92 2.00 0.02
C -1.54 -3.91 2.86 -0.27
C -2.86 -3.83 3.23 -0.15
C -3.66 -2.77 2.76 -0.10
H -6.77 -1.42 2.86 0.22
H 0.01 -2.95 1.68 0.19
H -0.90 -4.71 3.21 0.21
H -3.29 -4.57 3.89 0.22
C 4.73 -2.63 -1.63 -0.63
C 3.34 -2.09 -1.53 0.03
C 3.07 -0.73 -1.59 -0.26
C 1.77 -0.28 -1.46 0.08
N 0.73 -1.10 -1.30 -0.49
C 0.98 -2.41 -1.23 0.04
C 2.25 -2.95 -1.35 -0.28
H 5.43 -1.86 -1.97 0.22
H 4.78 -3.47 -2.33 0.22
H 5.07 -2.99 -0.66 0.22
H 3.88 -0.02 -1.72 0.22
H 1.55 0.78 -1.46 0.23
H 0.12 -3.05 -1.09 0.20
H 2.39 -4.02 -1.29 0.21
F 0.90 1.35 0.90 -0.87
O 3.52 3.37 1.82 -0.71
C 2.84 4.34 1.05 0.11
N 1.87 3.67 0.23 -0.65
C 1.52 4.26 -0.93 0.65
O 1.99 5.33 -1.33 -0.68
C 0.53 3.51 -1.75 -0.18
C 0.54 3.59 -3.13 -0.14
C -0.30 2.76 -3.86 -0.28
C -1.10 1.85 -3.17 0.04
N -1.15 1.79 -1.84 -0.44
C -0.40 2.65 -1.16 0.07
H 3.68 3.73 2.69 0.47
H 3.54 4.88 0.40 0.17
H 2.35 5.07 1.71 0.14
H 1.50 2.72 0.54 0.48
H 1.23 4.27 -3.62 0.23
H -0.32 2.79 -4.94 0.21
H -1.69 1.12 -3.71 0.19
H -0.49 2.62 -0.08 0.24
```

Properties
DFT total energy (hartree): -2299.3467
Max |F| (eV/Å): 0.4
Net charge: -1

# 2
Molecular formula: C22H19BaN8O5
Method: DFT, wB97M-V/def2-TZVPD

```
55
Properties=species:S:1:pos:R:3:nbo_charge:R:1
Ba 0.04 -1.37 -0.24 1.85
O 3.16 2.17 0.68 -0.70
C 2.32 3.15 1.07 0.33
C 2.81 4.46 1.09 -0.29
C 2.00 5.50 1.47 -0.19
C 0.68 5.26 1.84 -0.29
C 0.20 3.97 1.83 -0.17
C 0.99 2.89 1.45 -0.15
C 0.45 1.49 1.42 0.55
O 1.29 0.56 1.08 -0.87
N -0.80 1.37 1.78 -0.48
N -1.29 0.07 1.69 -0.40
C -2.18 -0.28 2.53 0.12
C -2.80 -1.60 2.65 -0.24
C -3.79 -1.67 3.64 -0.15
C -4.46 -2.83 3.96 -0.32
C -4.12 -3.99 3.27 -0.21
C -3.16 -3.97 2.29 -0.27
C -2.46 -2.79 1.92 0.41
O -1.56 -2.85 0.98 -0.88
H 2.60 1.34 0.74 0.51
H 3.84 4.61 0.79 0.21
H 2.39 6.51 1.48 0.20
H 0.03 6.08 2.14 0.20
H -0.82 3.75 2.11 0.23
H -2.50 0.45 3.28 0.15
H -4.03 -0.76 4.18 0.19
H -5.22 -2.84 4.74 0.20
H -4.62 -4.93 3.50 0.19
H -2.89 -4.87 1.75 0.20
N -2.20 2.30 -2.80 -0.34
C -2.27 1.37 -1.84 0.21
N -1.15 0.67 -1.84 -0.52
C -0.41 1.24 -2.83 0.29
N -1.02 2.24 -3.45 -0.27
C 0.93 0.82 -3.25 0.11
C 1.42 1.28 -4.47 0.02
N 2.63 0.96 -4.92 -0.38
C 3.35 0.17 -4.13 0.00
C 2.88 -0.27 -2.90 0.03
N 1.68 0.07 -2.45 -0.39
H -2.87 3.00 -3.05 0.42
H -3.11 1.23 -1.19 0.22
H 0.81 1.91 -5.10 0.21
H 4.33 -0.13 -4.48 0.20
H 3.48 -0.91 -2.27 0.21
N 2.08 -3.51 0.07 -0.88
C 1.52 -4.32 -1.04 -0.34
C 1.36 -3.48 -2.33 0.75
O 2.29 -3.54 -3.14 -0.73
O 0.31 -2.78 -2.42 -0.85
H 3.03 -3.26 -0.17 0.36
H 2.12 -4.06 0.92 0.37
H 0.54 -4.69 -0.73 0.20
H 2.17 -5.17 -1.28 0.18
```

Properties
DFT total energy (hartree): -1689.7439
Max |F| (eV/Å): 0.7
Net charge: -1

# 3
Molecular formula: C22H19F3N4O2
Method: DFT, wB97M-V/def2-TZVPD

```
50
Properties=species:S:1:pos:R:3:nbo_charge:R:1
C 0.54 -1.02 3.18 -0.65
C 1.15 -1.08 1.81 0.02
C 0.95 -2.20 1.01 -0.20
C 1.47 -2.24 -0.27 -0.04
C 2.18 -1.16 -0.78 0.23
C 2.47 -0.07 0.03 -0.22
C 1.93 -0.04 1.31 -0.16
C 2.19 1.18 2.15 0.98
F 2.96 2.09 1.53 -0.33
F 2.80 0.91 3.31 -0.33
F 1.05 1.84 2.47 -0.33
N 2.56 -1.40 -2.09 -0.47
C 2.80 -0.51 -3.11 0.79
O 3.37 -0.86 -4.13 -0.62
N 2.40 0.79 -2.90 -0.66
C 1.27 1.19 -2.17 0.15
C 1.24 2.42 -1.51 -0.20
C 0.17 2.72 -0.70 -0.27
C -0.84 1.77 -0.56 0.50
O -1.86 2.06 0.27 -0.47
C -2.77 1.10 0.64 0.24
C -2.45 -0.23 0.88 -0.20
C -3.45 -1.09 1.29 -0.26
C -4.73 -0.58 1.45 0.03
N -5.04 0.69 1.24 -0.42
C -4.10 1.52 0.84 0.19
C -4.48 2.95 0.63 -0.64
N -0.85 0.64 -1.24 -0.47
C 0.16 0.36 -2.04 0.01
C 2.39 -2.83 -2.37 -0.19
C 1.38 -3.31 -1.32 -0.44
H -0.05 -1.91 3.37 0.22
H 1.31 -0.95 3.94 0.23
H -0.11 -0.15 3.28 0.24
H 0.37 -3.03 1.39 0.22
H 3.10 0.73 -0.32 0.24
H 2.80 1.46 -3.54 0.42
H 2.06 3.12 -1.63 0.23
H 0.11 3.65 -0.16 0.24
H -1.44 -0.58 0.74 0.24
H -3.24 -2.13 1.49 0.22
H -5.56 -1.21 1.76 0.19
H -3.98 3.58 1.36 0.22
H -5.55 3.06 0.73 0.23
H -4.16 3.28 -0.36 0.22
H 0.08 -0.57 -2.59 0.20
H 2.05 -2.96 -3.40 0.23
H 3.35 -3.33 -2.26 0.20
H 1.64 -4.30 -0.93 0.23
H 0.37 -3.36 -1.72 0.22
```

Properties
DFT total energy (hartree): -1518.9218
Max |F| (eV/Å): 1.1

# 4
Molecular formula: C22H19F3O3
Method: DFT, wB97M-V/def2-TZVPD

```
47
Properties=species:S:1:pos:R:3:nbo_charge:R:1
C -6.68 2.03 -0.33 -0.26
O -5.54 2.27 -1.19 -0.50
C -4.30 1.83 -0.84 0.33
C -3.30 2.00 -1.88 -0.26
C -2.00 1.58 -1.61 -0.17
C -1.65 0.95 -0.41 -0.06
C -0.18 0.71 -0.17 0.10
O 0.69 -0.16 -1.19 -0.54
C 1.87 0.10 -1.73 0.36
C 2.54 1.34 -1.99 -0.33
C 3.88 1.36 -2.34 -0.18
C 4.54 0.16 -2.49 -0.15
C 5.96 0.17 -2.97 0.97
F 6.63 -0.93 -2.53 -0.33
F 6.65 1.26 -2.55 -0.33
F 5.99 0.17 -4.36 -0.34
C 3.92 -1.08 -2.43 -0.18
C 2.58 -1.06 -2.13 -0.27
C 0.08 -0.25 0.98 -0.12
C 1.39 -0.34 1.51 -0.16
C 1.73 -1.32 2.43 -0.26
C 0.69 -2.14 3.00 0.33
O 1.01 -2.75 4.16 -0.50
C 0.02 -3.39 5.01 -0.25
C -0.61 -2.15 2.46 -0.33
C -0.85 -1.28 1.37 -0.17
C -2.62 0.91 0.61 -0.17
C -3.97 1.26 0.40 -0.33
H -7.46 2.47 -0.95 0.21
H -6.87 0.96 -0.18 0.19
H -6.59 2.58 0.61 0.18
H -3.61 2.53 -2.80 0.23
H -1.24 1.78 -2.36 0.22
H 0.44 1.74 -0.20 0.22
H 1.97 2.26 -2.01 0.21
H 4.41 2.30 -2.56 0.23
H 4.38 -2.04 -2.62 0.24
H 1.98 -1.92 -2.01 0.22
H 2.23 0.27 1.12 0.23
H 2.73 -1.32 2.90 0.23
H 0.62 -3.81 5.83 0.21
H -0.69 -2.65 5.42 0.18
H -0.49 -4.18 4.45 0.18
H -1.47 -2.67 2.96 0.23
H -1.81 -1.41 0.81 0.23
H -2.25 0.67 1.60 0.23
H -4.71 1.17 1.22 0.23
```

Properties
DFT total energy (hartree): -1374.9597
Max |F| (eV/Å): 3.3

# 5
Molecular formula: C22H19N3O5
Method: DFT, wB97M-V/def2-TZVPD

```
49
Properties=species:S:1:pos:R:3:nbo_charge:R:1
C -1.53 -6.75 -3.48 -0.67
C -1.42 -5.43 -4.10 0.53
C -2.63 -5.21 -5.19 -0.66
O -0.03 -5.30 -4.52 -0.49
C 0.60 -4.33 -3.80 0.25
C 1.83 -3.86 -3.69 -0.27
C 2.04 -2.72 -3.00 -0.18
C 1.02 -2.10 -2.28 -0.11
C 1.27 -0.93 -1.35 0.56
N 0.37 -0.12 -0.86 -0.51
C 1.01 0.53 0.22 0.33
C 0.25 1.44 1.04 -0.16
C -1.07 1.79 0.68 -0.14
C -1.82 2.67 1.51 -0.25
C -1.35 3.25 2.71 -0.15
C 0.02 2.98 2.98 -0.15
C 0.91 3.52 4.03 -0.07
C 0.61 4.40 5.18 -0.41
C 0.74 5.90 4.67 -0.49
C -0.48 6.36 3.94 0.78
O -1.40 6.71 4.76 -0.61
O -0.58 6.54 2.62 -0.68
C 2.23 3.12 3.71 -0.05
N 2.08 2.18 2.65 -0.55
C 0.76 2.13 2.19 0.24
N 2.30 0.11 0.31 -0.19
O 2.57 -0.75 -0.88 -0.32
C -0.28 -2.61 -2.36 -0.25
C -0.46 -3.70 -3.16 0.30
O -1.61 -4.36 -3.17 -0.48
H -1.49 -7.58 -4.18 0.23
H -0.64 -6.90 -2.80 0.23
H -2.39 -6.89 -2.85 0.23
H -3.63 -5.09 -4.72 0.23
H -2.69 -6.17 -5.85 0.21
H -2.52 -4.34 -5.92 0.23
H 2.59 -4.40 -4.14 0.23
H 3.03 -2.30 -2.87 0.23
H -1.58 1.54 -0.26 0.24
H -2.83 2.94 1.28 0.22
H -1.93 3.95 3.30 0.23
H 1.37 4.18 5.88 0.22
H -0.34 4.24 5.61 0.23
H 1.51 5.93 3.98 0.20
H 0.85 6.62 5.49 0.25
H 0.01 6.06 2.00 0.51
H 3.09 3.27 4.29 0.22
H 2.82 1.59 2.21 0.44
H -1.17 -2.11 -1.81 0.25
```

Properties
DFT total energy (hartree): -1390.1138
Max |F| (eV/Å): 5.8